Computed, not measured: a molecular structure, C15H26GaN6O7, with wB97M-V/def2-TZVPD.

Results
ΔE to the lowest compared entry with this formula, charge and spin: 20.88 kcal per mole
LUMO (spin up / spin down): -4.2 / -4.2 eV
net charge: +1
Kohn-Sham gap (spin up / spin down): 4.94 / 4.87 eV
strongest force on any atom: 0.082 hartree/bohr

Each line ends with the Löwdin charge.
Positions of all 55 atoms, in Å:
O -0.547 -1.095 -3.222  -0.082
H -0.122 -1.376 -4.093  0.167
Ga 0.769 0.327 -0.202  0.342
N 1.856 -1.215 -0.734  -0.189
N -0.581 -1.617 -0.056  -0.115
N 0.882 2.301 -0.142  0.006
N -1.033 1.091 0.736  0.024
O 3.118 -1.077 -0.632  -0.138
O 2.135 2.819 -0.557  -0.009
O -2.115 0.469 1.271  -0.005
O -1.623 -1.884 0.702  -0.193
C 0.024 -2.729 -0.552  -0.250
C 1.325 -2.446 -1.048  -0.262
C 0.186 3.063 0.664  -0.233
C -0.945 2.375 1.123  -0.240
C 2.253 -3.481 -1.532  -0.018
H 2.146 -3.617 -2.613  0.090
H 1.979 -4.445 -1.088  0.075
H 3.286 -3.200 -1.279  0.085
C -0.539 -4.073 -0.169  -0.014
H -1.581 -4.172 -0.506  0.086
H -0.627 -4.116 0.936  0.099
H 0.018 -4.943 -0.547  0.077
C 0.639 4.450 0.883  0.032
C -1.776 2.990 2.156  0.012
H 1.364 4.604 0.057  0.100
H 1.211 4.540 1.834  0.126
H -0.248 5.120 0.892  0.116
H -2.400 2.267 2.658  0.089
H -2.424 3.762 1.730  0.112
H -1.102 3.455 2.891  0.110
H 2.630 2.079 -1.012  0.133
H -1.902 -0.548 1.114  0.017
C -2.114 -0.243 -2.790  0.258
H -2.734 -1.112 -2.978  0.094
H -1.935 0.583 -3.482  0.083
H -2.034 0.097 -1.737  0.070
O 0.835 0.598 -2.124  -0.195
H 0.263 -0.578 -2.678  0.051
H 0.307 1.172 -2.730  0.068
N 0.800 -1.168 6.258  0.170
C 0.324 -1.216 4.971  -0.470
O -0.783 -1.695 4.721  0.073
C 1.199 -0.655 3.903  -0.081
C 2.471 -0.106 4.141  0.038
C 3.149 0.451 3.064  -0.004
C 2.605 0.430 1.791  -0.074
N 1.398 -0.119 1.573  0.050
C 0.712 -0.664 2.608  0.032
H 0.200 -1.575 6.972  0.127
H 1.694 -0.781 6.537  0.092
H 2.894 -0.130 5.138  0.116
H 4.133 0.916 3.167  0.127
H 3.107 0.844 0.911  0.113
H -0.242 -1.077 2.317  0.113